ORCA calculation (ωB97M-V with the def2-TZVPD basis set) on a structure of composition C43H107ClN8O10S2Si2 at a distorted geometry.

Geometry as XYZ:
```
173
Properties=species:S:1:pos:R:3:forces:R:3:lowdin_charge:R:1
C -4.914061 0.970540 -4.943278 -0.3 -1.6 2.0 -0.0290
C -4.609300 0.204854 -3.736288 0.1 1.1 -2.6 -0.2127
Si -4.087931 0.989704 -2.079764 2.4 -1.3 0.8 0.4301
C -2.312811 0.281896 -1.695075 -0.1 -0.9 0.3 -0.2376
C -1.868264 -0.878183 -2.719940 1.2 -0.4 1.0 -0.2397
C -0.342943 -1.288443 -2.301064 0.1 -0.5 0.8 -0.2233
C 0.766260 -0.687576 -3.294871 -0.9 -1.6 -0.2 -0.2486
S 2.258788 0.016728 -2.449071 1.0 7.1 2.1 0.4483
O 2.688486 1.302723 -3.143491 -1.2 -4.4 0.6 -0.4142
O 2.023530 0.387868 -1.002359 0.2 -2.7 -3.3 -0.3979
Cl 3.918925 -1.274434 -2.621233 -1.3 0.2 0.1 0.3044
N -3.820345 2.783112 -2.263291 4.4 -0.3 -4.1 0.0168
C -2.911180 2.976711 -3.158768 -3.5 0.3 0.5 -0.7361
S -2.069404 3.320584 -4.558839 -1.4 -0.8 3.4 0.6356
O -5.049245 0.571577 -0.715571 -0.6 0.9 -3.0 -0.3173
Si -6.759372 0.606798 -0.983681 -0.7 -0.6 0.2 0.5725
C -7.524110 -1.142033 -1.356692 0.4 -0.9 -0.3 -0.2576
C -6.531233 -2.117205 -2.165191 -0.6 -0.7 0.1 -0.2802
C -6.804919 -3.626395 -1.692709 1.0 0.0 0.1 -0.2624
C -6.270727 -4.710896 -2.763159 0.0 0.0 0.6 -0.1264
C -7.384845 1.880773 -2.261479 -1.6 1.6 -0.2 -0.4083
C -6.989390 3.419730 -1.933827 0.8 0.1 -1.3 -0.1326
C -9.022702 1.822796 -2.176647 -0.1 -1.3 0.1 -0.2706
C -9.726655 1.610319 -3.609732 -0.9 0.3 0.9 -0.1096
H -4.138951 1.591025 -5.499264 -1.7 0.4 1.6 0.0326
H -6.007582 0.872030 -5.303568 2.3 -0.8 -0.8 0.0713
H -4.670253 -0.941032 -3.884734 -1.6 1.9 0.9 0.0713
H -2.348579 -0.218548 -0.650415 0.2 0.9 -1.6 0.0974
H -1.509854 1.094469 -1.676048 -1.1 -1.0 0.0 0.0869
H -2.482009 -1.842547 -2.552129 0.7 1.7 -0.5 0.1164
H -1.877082 -0.570270 -3.818457 -0.3 -0.4 1.5 0.1011
H -0.218354 -2.435105 -2.253436 -0.2 1.8 -0.3 0.1180
H -0.177231 -0.932008 -1.213647 -0.1 -0.4 -1.9 0.1064
H 1.135221 -1.551922 -3.964522 -0.4 1.7 0.9 0.1134
H 0.302060 0.154863 -3.906566 1.2 -0.9 0.8 0.1130
H -7.371976 0.999904 0.310524 0.2 0.2 0.0 0.0163
H -8.500083 -1.062596 -1.965001 1.5 0.0 1.0 0.0862
H -7.803258 -1.693127 -0.380809 0.5 1.1 -1.3 0.0742
H -6.766542 -2.011045 -3.293334 0.6 -0.2 1.7 0.1144
H -5.412002 -1.905120 -1.967466 -1.8 -0.2 -0.4 0.0907
H -6.185417 -3.787694 -0.727275 -1.2 0.4 -1.4 0.1095
H -7.904529 -3.757829 -1.401515 1.5 0.1 -0.6 0.1030
H -5.557136 -4.219104 -3.524515 -1.2 -0.8 1.1 0.0599
H -7.154646 -5.202740 -3.297280 1.4 0.7 0.6 0.0739
H -5.682095 -5.526451 -2.193338 -1.0 1.2 -1.1 0.0750
H -7.133126 1.634760 -3.344896 -0.2 0.3 1.5 0.0678
H -6.254521 3.737241 -2.770238 -0.9 -0.3 1.6 0.0669
H -7.880784 4.146935 -2.048063 1.3 -1.4 0.4 0.0807
H -6.475339 3.540988 -0.916123 -0.8 0.0 -1.5 0.0763
H -9.354132 0.926966 -1.519135 0.5 1.4 -0.9 0.0756
H -9.466267 2.747693 -1.667891 0.9 -1.3 -0.7 0.1036
H -9.017471 1.304797 -4.447573 -1.0 0.5 1.2 0.0703
H -10.280548 2.585335 -3.856337 1.0 -1.5 -0.1 0.0654
H -10.544618 0.806905 -3.475791 1.3 1.2 -0.5 0.0793
C 5.317988 1.583737 1.058226 -0.1 0.1 -0.3 -0.0629
C 6.307844 0.444630 1.279489 -0.2 0.2 0.3 -0.4221
C 5.689618 -0.775915 1.990803 0.3 -0.1 0.0 -0.1941
O 5.516266 -0.608830 3.394769 -0.4 0.1 -0.5 -0.2282
C 4.329850 0.076882 3.761297 0.2 0.0 0.3 -0.0930
N 7.474330 0.959411 2.008653 0.1 -0.3 0.1 0.0440
H 5.096197 2.133355 1.975181 0.1 -0.1 0.0 0.0650
H 5.725825 2.307349 0.345536 0.0 -0.1 0.1 0.0803
H 4.375933 1.209724 0.646673 0.0 0.0 0.0 0.0697
H 6.642363 0.111880 0.290686 0.0 -0.1 0.1 0.1352
H 6.384845 -1.616157 1.880345 0.0 0.0 0.1 0.1132
H 4.750512 -1.086466 1.517376 -0.1 0.1 0.0 0.1204
H 3.497038 -0.150742 3.089965 0.1 0.1 -0.1 0.0928
H 4.510845 1.152994 3.793872 -0.2 0.0 -0.1 0.0754
H 4.056743 -0.240021 4.770335 0.1 -0.1 -0.1 0.0888
H 8.169507 0.217278 2.076602 0.0 0.1 -0.1 0.0668
H 7.184701 1.106353 2.976695 0.0 0.1 -0.2 0.0672
C 12.237173 3.072541 3.669452 0.2 0.1 -0.2 -0.0738
C 10.821925 2.504234 3.622926 0.2 0.0 0.3 -0.4305
C 9.856878 3.178310 4.619758 -0.2 -0.3 -0.2 -0.1978
O 10.018860 2.753965 5.970550 0.0 0.4 -0.2 -0.1892
C 11.050714 3.422481 6.675424 -0.1 -0.3 0.2 -0.1172
N 10.884514 1.051823 3.829361 -0.3 0.1 0.1 0.0445
H 12.793830 2.744199 4.549410 -0.1 0.0 0.0 0.0625
H 12.805812 2.745061 2.793392 -0.1 0.0 0.1 0.0762
H 12.220955 4.166349 3.663005 0.0 -0.1 0.0 0.0776
H 10.432802 2.689775 2.615913 -0.1 0.0 0.1 0.1330
H 8.836176 2.891574 4.344310 0.1 -0.1 0.1 0.1126
H 9.901857 4.271797 4.547818 0.1 0.0 0.1 0.1177
H 11.145090 4.469922 6.373995 0.1 0.0 -0.1 0.0895
H 11.999548 2.899150 6.540704 0.1 0.2 0.0 0.0699
H 10.806995 3.390527 7.739932 -0.1 0.0 -0.1 0.0859
H 9.949567 0.665708 3.710453 0.1 0.0 -0.1 0.0524
H 11.084638 0.894849 4.817797 0.1 0.0 -0.2 0.0708
C 14.190835 7.484022 10.194701 -0.1 0.2 0.3 -0.0748
C 14.373646 7.927793 8.746574 0.1 -0.4 0.1 -0.4321
C 13.638212 7.028568 7.731275 0.2 0.2 -0.2 -0.2047
O 14.288393 5.788738 7.468348 -0.4 0.2 0.2 -0.1935
C 14.013496 4.769122 8.414658 0.3 -0.1 -0.2 -0.1094
N 15.809650 8.013042 8.451824 -0.1 -0.1 -0.3 0.0352
H 14.776774 6.596162 10.439727 0.0 0.0 -0.1 0.0635
H 14.513922 8.276232 10.877323 0.0 -0.1 -0.1 0.0768
H 13.139679 7.270814 10.409699 0.1 0.0 0.0 0.0780
H 13.946871 8.933191 8.661175 0.0 -0.1 -0.1 0.1341
H 13.615843 7.555416 6.771059 0.1 -0.1 0.0 0.1207
H 12.592692 6.865749 8.020005 0.0 -0.1 0.1 0.1161
H 12.989914 4.824787 8.796567 0.0 0.1 0.0 0.0864
H 14.730967 4.814205 9.236409 -0.2 -0.1 0.2 0.0746
H 14.144372 3.805105 7.918211 0.0 0.1 -0.1 0.0853
H 15.928291 8.393346 7.514453 0.0 0.1 0.1 0.0719
H 16.158641 7.057477 8.369007 0.0 0.2 0.1 0.0702
C 7.012219 -3.062149 4.573292 0.0 0.3 -0.2 -0.0690
C 8.302726 -3.673382 4.035770 -0.2 -0.2 0.5 -0.4287
C 8.341899 -5.212631 4.135132 0.4 0.1 -0.1 -0.2035
O 8.612687 -5.708584 5.442903 -0.4 0.0 -0.3 -0.1932
C 7.477145 -5.785596 6.288605 0.3 0.0 0.2 -0.1095
N 9.444412 -3.058366 4.725217 0.1 -0.3 -0.1 0.0394
H 6.965029 -3.069818 5.664224 0.1 -0.1 0.0 0.0688
H 6.928078 -2.016951 4.259199 0.0 -0.3 0.1 0.0551
H 6.136676 -3.593989 4.188900 0.0 0.0 0.0 0.0856
H 8.364493 -3.413258 2.972923 0.1 -0.1 0.0 0.1296
H 9.169399 -5.568372 3.511352 0.0 0.0 0.1 0.1196
H 7.429922 -5.666208 3.728477 -0.1 0.1 0.1 0.1166
H 6.569412 -6.048746 5.738064 0.0 0.1 0.0 0.0893
H 7.339796 -4.843373 6.822745 -0.2 0.0 0.0 0.0732
H 7.665415 -6.561044 7.034393 0.1 0.0 -0.1 0.0860
H 10.305047 -3.403223 4.303293 0.0 0.2 0.0 0.0730
H 9.469698 -3.442775 5.670345 -0.1 0.2 -0.1 0.0699
C -3.605416 -5.664941 -8.496915 0.0 -0.2 -0.3 -0.0737
C -4.049190 -6.078707 -7.097138 0.2 0.4 0.0 -0.4285
C -4.938010 -5.028543 -6.399143 0.0 -0.3 0.3 -0.2022
O -4.224080 -3.909765 -5.878003 -0.4 -0.1 -0.3 -0.2096
C -3.948268 -2.893486 -6.828308 0.2 0.1 0.3 -0.0997
N -2.861107 -6.399331 -6.295807 -0.2 0.1 0.2 0.0374
H -2.825311 -4.901386 -8.482401 -0.1 0.0 0.1 0.0634
H -3.197001 -6.526134 -9.034860 0.0 0.1 0.1 0.0779
H -4.448996 -5.281767 -9.078398 0.1 0.0 0.0 0.0786
H -4.645540 -6.991325 -7.204663 0.0 0.1 0.1 0.1358
H -5.403939 -5.507047 -5.530939 0.1 0.1 0.0 0.1049
H -5.758117 -4.698803 -7.048226 0.1 0.1 -0.1 0.1209
H -4.751890 -2.785443 -7.562243 0.0 -0.1 0.0 0.0935
H -2.998540 -3.092607 -7.328834 -0.1 0.1 -0.2 0.0755
H -3.843527 -1.948558 -6.289706 -0.1 -0.1 0.0 0.0714
H -3.164270 -6.758894 -5.392266 0.1 -0.1 -0.1 0.0719
H -2.406427 -5.515909 -6.062238 0.0 -0.2 -0.1 0.0686
C -11.182987 5.537181 -8.922909 -0.1 0.2 -0.3 -0.0742
C -10.176721 4.410060 -8.712289 -0.2 0.2 0.4 -0.4320
C -10.767099 3.189377 -7.976271 0.3 -0.1 0.0 -0.2021
O -10.912501 3.367119 -6.570451 -0.3 -0.1 -0.4 -0.2076
C -12.097357 4.043903 -6.184130 0.2 0.0 0.3 -0.1064
N -9.000822 4.945190 -8.014132 0.0 -0.3 0.1 0.0365
H -11.390184 6.092800 -8.006391 0.1 -0.1 0.0 0.0637
H -10.797703 6.257784 -9.651023 0.0 -0.1 0.1 0.0776
H -12.129895 5.150062 -9.310286 0.0 0.0 0.1 0.0784
H -9.860054 4.070961 -9.704759 0.0 -0.1 0.1 0.1342
H -10.066202 2.355572 -8.093792 0.0 0.1 0.1 0.1196
H -11.712809 2.865160 -8.426963 -0.1 0.1 0.0 0.1179
H -12.942140 3.802137 -6.835320 0.1 0.0 -0.1 0.0915
H -11.926743 5.122130 -6.164579 -0.2 0.1 -0.1 0.0755
H -12.345661 3.732932 -5.166854 0.1 -0.1 -0.1 0.0818
H -8.295738 4.212600 -7.953783 0.0 0.1 -0.1 0.0699
H -9.270468 5.099387 -7.041824 0.0 0.1 -0.2 0.0697
C -9.611985 -5.871971 3.594706 0.0 -0.2 0.3 -0.0738
C -8.338492 -5.633986 2.789121 -0.4 0.1 -0.2 -0.4300
C -8.090524 -4.147996 2.457098 0.3 -0.1 -0.2 -0.2003
O -8.895828 -3.642918 1.396066 0.1 0.1 0.4 -0.2172
C -10.195114 -3.231822 1.789181 0.0 0.0 -0.4 -0.1020
N -8.381300 -6.458871 1.574837 0.2 0.3 -0.1 0.0391
H -10.516061 -5.776291 2.990396 0.1 0.0 0.0 0.0636
H -9.613506 -6.884375 4.010552 0.0 0.1 -0.1 0.0775
H -9.683413 -5.170911 4.431341 0.0 0.0 -0.1 0.0786
H -7.499078 -5.975275 3.404820 0.0 0.1 -0.1 0.1350
H -7.055939 -4.049955 2.110074 -0.1 0.0 -0.1 0.1171
H -8.179812 -3.515035 3.348096 -0.2 0.0 0.0 0.1188
H -10.204266 -2.794249 2.791447 0.0 -0.1 0.0 0.0924
H -10.889812 -4.072223 1.733119 -0.1 0.1 0.2 0.0745
H -10.537593 -2.475618 1.079227 0.1 0.0 0.0 0.0861
H -7.493127 -6.364810 1.084957 0.0 -0.1 0.1 0.0678
H -9.052873 -6.026755 0.939123 0.0 -0.1 0.1 0.0692
```
Positions in Å, forces in eV/Å.

The multiplicity is 1. The value obtained for the LUMO energy is -1.14 eV. The HOMO-LUMO gap comes out at 7.43 eV. The total energy comes out at -128662.13642 eV. The value obtained for the largest force on an atom is 7.46 eV Å⁻¹.